1.
DFT (the ωB97M-V functional and the def2-TZVPD basis) results for a 7-piece molecular cluster, C13H34N8O15P overall in a non-equilibrium geometry.

Computed properties:
charge: +1
HOMO energy: -10.214 eV
Kohn-Sham gap: 7.35 eV
electronic energy: -65927.5878 eV

XYZ file:
```
71
Properties=species:S:1:pos:R:3:forces:R:3
C 0.636 -3.337 0.113 -1.4 1.7 0.0
P 1.693 -1.701 0.083 1.9 -1.0 -0.6
O 1.586 -1.041 -1.524 -1.3 0.7 2.2
C 0.857 -0.597 1.401 -2.1 0.1 0.7
C -0.530 -0.017 0.744 1.3 -0.8 -1.4
N -1.406 0.699 1.750 -1.2 -0.4 0.6
C -0.665 1.060 3.020 1.0 -0.3 2.7
C 0.902 1.493 2.810 -0.1 0.8 -0.4
C 1.558 1.618 4.332 -1.2 1.2 0.4
C 2.521 2.942 4.512 7.0 1.5 0.6
O 3.876 2.881 4.537 -8.9 -0.1 -0.2
O 1.958 4.319 4.698 1.4 -3.4 0.4
N 1.694 0.563 1.891 -1.0 -0.3 0.5
H -0.493 -2.987 -0.018 2.8 -1.1 0.2
H 0.920 -4.078 -0.747 -0.4 1.6 1.8
H 0.793 -3.776 1.190 -0.3 0.7 -2.3
H 1.318 -0.075 -1.531 0.5 -1.3 -0.2
H 0.661 -1.299 2.344 0.0 0.9 -2.2
H -0.239 0.756 -0.091 -0.6 -1.5 1.7
H -1.184 -0.872 0.264 1.5 1.8 1.0
H -1.913 1.505 1.303 0.6 -0.7 0.4
H -2.168 0.007 2.022 1.0 1.2 -0.4
H -1.211 1.896 3.666 1.0 -1.7 -1.8
H -0.680 0.083 3.700 0.0 2.1 -1.5
H 0.882 2.544 2.245 0.1 -2.0 1.6
H 2.098 0.637 4.690 -0.7 2.2 -1.0
H 0.635 1.768 5.066 2.0 -0.1 -1.4
H 2.646 4.838 5.235 -1.0 -1.3 -1.3
H 2.588 0.247 2.338 -1.3 0.3 -0.6
C -0.339 5.661 2.094 0.2 0.2 -0.3
N -1.527 4.798 2.337 -0.6 -0.3 0.4
O -2.181 4.444 1.349 0.6 0.0 1.3
O -1.769 4.501 3.513 0.2 0.1 -1.9
H -0.247 5.842 1.021 -0.2 -0.1 0.3
H -0.498 6.599 2.631 0.1 -0.3 0.0
H 0.537 5.130 2.473 -0.2 0.2 0.2
C 2.659 1.871 -3.936 0.4 0.0 -0.1
N 1.526 2.420 -3.143 -0.2 1.0 -0.2
O 1.199 3.593 -3.361 0.1 -2.2 0.8
O 0.997 1.659 -2.325 0.1 1.2 -0.5
H 3.025 2.646 -4.612 -0.2 -0.1 0.2
H 3.439 1.572 -3.233 -0.2 0.0 0.0
H 2.282 1.015 -4.500 0.3 0.3 0.4
C -3.916 -4.421 0.624 -0.3 0.1 0.1
N -2.465 -4.103 0.696 0.7 -0.3 -0.3
O -2.107 -3.279 1.546 -0.2 -0.8 -0.9
O -1.725 -4.689 -0.103 -1.5 0.6 1.5
H -4.444 -3.836 1.380 0.2 -0.1 -0.2
H -4.262 -4.157 -0.378 0.1 -0.2 0.1
H -4.030 -5.490 0.815 0.1 0.2 -0.2
C -0.663 -0.377 -6.624 -0.4 -0.1 0.0
N 0.438 0.426 -6.028 0.6 0.3 0.1
O 0.169 1.102 -5.028 0.2 -0.8 -1.4
O 1.542 0.356 -6.580 -1.6 0.3 1.0
H -1.572 -0.220 -6.038 0.3 0.0 -0.1
H -0.802 -0.035 -7.651 0.2 -0.1 0.2
H -0.361 -1.426 -6.592 0.0 0.2 -0.1
C 2.265 -7.132 -0.076 -0.3 -0.1 -0.1
N 2.856 -6.262 0.976 0.7 0.6 0.7
O 2.075 -5.714 1.762 1.2 -0.6 -0.9
O 4.088 -6.155 0.984 -2.0 -0.1 0.1
H 1.179 -7.134 0.036 0.3 0.1 0.1
H 2.552 -6.718 -1.045 0.1 -0.1 0.2
H 2.669 -8.137 0.061 0.0 0.2 -0.1
C -2.889 2.790 -2.092 0.0 0.3 -0.3
N -3.443 1.504 -1.588 -1.2 -0.6 -0.8
O -4.374 1.000 -2.227 1.8 0.6 1.5
O -2.928 1.036 -0.566 -0.7 0.2 -0.8
H -3.435 3.081 -2.992 0.1 -0.2 0.3
H -3.019 3.535 -1.304 0.1 -0.2 0.0
H -1.833 2.628 -2.316 -0.1 0.0 0.2
```
Forces are in eV/Å.



2.
DFT (the ωB97M-V functional and the def2-TZVPD basis) results for a 3-piece molecular cluster, C13H35BFN3O9S overall.

Computed properties:
charge: 0
HOMO energy: -8.665 eV
Kohn-Sham gap: 9.05 eV
electronic energy: -51174.4797 eV

XYZ file:
```
63
Properties=species:S:1:pos:R:3:forces:R:3
C 5.794 -2.892 -0.689 0.1 -0.2 -0.1
N 6.528 -1.923 0.138 -0.1 0.1 0.4
O 5.625 -0.968 0.664 0.2 0.2 -0.5
B 5.857 -0.647 2.016 -0.1 -0.1 0.4
O 6.607 -1.425 2.854 0.2 0.5 -0.1
O 5.215 0.457 2.476 0.2 -0.1 -0.2
S 7.729 -1.152 -0.741 0.0 -0.2 -0.2
O 8.867 -1.993 -0.706 0.0 0.0 0.0
O 7.270 -0.578 -1.954 0.0 0.2 0.1
F 7.964 0.020 0.265 0.1 -0.1 0.0
H 6.318 -3.844 -0.655 0.0 0.0 0.0
H 4.807 -2.995 -0.252 0.0 -0.1 0.1
H 5.693 -2.571 -1.727 -0.1 0.1 0.0
H 7.502 -1.566 2.529 -0.2 -0.4 0.0
H 4.875 0.999 1.752 -0.5 -0.1 0.2
C 2.970 0.736 -0.348 0.0 0.0 -0.1
O 2.748 1.633 0.725 0.1 -0.1 0.0
C 3.058 2.992 0.428 0.1 0.1 0.1
C 1.809 3.842 0.468 -0.1 -0.1 0.0
N 0.924 3.511 -0.639 0.0 0.0 0.1
C -0.390 4.141 -0.576 0.0 -0.1 -0.1
C -1.313 3.740 0.569 -0.1 0.1 0.0
O -1.748 2.394 0.508 0.1 0.0 0.0
C -0.904 1.444 1.130 -0.1 -0.1 0.0
H 2.779 -0.269 0.023 0.0 0.0 0.0
H 2.305 0.935 -1.196 0.0 0.0 0.0
H 4.007 0.790 -0.692 0.0 0.0 -0.1
H 3.546 3.072 -0.547 0.0 0.0 0.0
H 3.755 3.352 1.192 0.0 0.0 0.0
H 2.092 4.896 0.394 0.0 0.0 0.0
H 1.337 3.690 1.450 0.1 0.1 0.0
H 0.803 2.507 -0.669 0.0 0.0 0.0
H -0.906 3.913 -1.512 0.0 0.0 0.0
H -0.253 5.226 -0.546 0.0 0.0 0.0
H -2.216 4.351 0.490 0.0 0.0 0.0
H -0.875 3.951 1.552 0.1 0.0 0.0
H -0.379 1.871 1.989 0.0 0.0 0.0
H -0.167 1.029 0.435 0.1 0.0 0.0
H -1.534 0.624 1.477 0.0 0.0 0.0
C -4.068 0.840 -1.328 0.0 0.0 -0.1
O -4.079 -0.419 -1.980 0.0 0.0 0.1
C -3.054 -1.299 -1.545 0.1 -0.1 -0.2
C -3.640 -2.499 -0.834 -0.1 0.1 0.1
N -4.220 -2.107 0.443 0.0 0.0 -0.1
C -4.981 -3.155 1.113 0.0 0.1 0.1
C -6.256 -3.647 0.438 0.0 -0.2 0.1
O -7.284 -2.678 0.378 0.0 0.0 0.0
C -7.263 -1.831 -0.755 -0.1 0.0 0.1
H -4.825 1.460 -1.806 0.0 0.0 0.0
H -4.307 0.749 -0.263 0.1 0.0 0.0
H -3.096 1.328 -1.424 0.0 0.0 0.1
H -2.348 -0.777 -0.891 0.0 0.0 0.0
H -2.508 -1.640 -2.430 0.0 0.0 0.0
H -2.848 -3.231 -0.652 0.0 0.0 0.0
H -4.374 -2.959 -1.511 0.1 0.0 0.0
H -4.824 -1.309 0.293 0.0 0.0 0.0
H -5.256 -2.780 2.102 0.0 0.0 0.0
H -4.320 -4.014 1.272 0.0 0.0 0.0
H -6.651 -4.467 1.044 0.0 0.0 0.0
H -6.063 -4.057 -0.561 0.0 0.1 0.0
H -6.864 -2.345 -1.634 0.0 0.0 0.0
H -6.678 -0.923 -0.582 0.0 0.0 -0.1
H -8.291 -1.534 -0.960 0.0 0.0 0.0
```
Forces are in eV/Å.